Record 1
# C6H26N4O9

A cluster of 7 separate species, C6H26N4O9 in total at a distorted geometry (ωB97M-V with the def2-TZVPD basis set, the OMol25 dataset).

```
45
Properties=species:S:1:pos:R:3:lowdin_charge:R:1
N -3.99 -10.99 -13.63 0.147
C -4.50 -10.55 -12.44 -0.666
N -5.80 -10.89 -12.20 0.172
O -3.81 -9.97 -11.61 0.013
H -4.48 -11.66 -14.20 0.093
H -3.02 -10.81 -13.79 0.101
H -6.33 -11.40 -12.87 0.099
H -6.16 -10.58 -11.31 0.081
N -10.41 -12.38 -10.61 0.155
C -11.51 -11.64 -10.31 -0.687
N -11.59 -11.29 -8.99 0.147
O -12.40 -11.35 -11.10 0.023
H -9.78 -12.55 -9.83 0.033
H -10.29 -12.88 -11.47 0.104
H -10.96 -11.68 -8.31 0.078
H -12.41 -10.81 -8.69 0.097
O -12.69 -5.98 -9.08 -0.052
C -12.04 -6.69 -8.04 -0.258
C -10.96 -7.60 -8.61 -0.265
O -9.99 -6.80 -9.24 -0.054
H -12.09 -5.26 -9.31 0.084
H -11.61 -6.01 -7.30 0.117
H -12.77 -7.31 -7.52 0.117
H -11.50 -8.33 -9.22 0.114
H -10.46 -8.10 -7.77 0.109
H -9.29 -7.37 -9.57 0.062
O -8.03 -10.00 -9.84 -0.040
C -7.35 -9.20 -8.92 -0.257
C -6.78 -9.90 -7.69 -0.200
O -7.82 -10.65 -7.03 -0.106
H -8.70 -10.50 -9.37 0.058
H -6.52 -8.65 -9.35 0.104
H -7.98 -8.41 -8.48 0.106
H -6.40 -9.14 -7.01 0.124
H -5.96 -10.58 -7.92 0.122
H -8.05 -10.20 -6.20 0.040
O -8.65 -12.91 -8.42 -0.056
H -8.64 -13.53 -7.69 0.063
H -8.09 -12.16 -8.13 0.015
O -8.68 -9.10 -4.85 -0.030
H -9.29 -8.36 -4.77 0.061
H -7.93 -8.86 -4.28 0.063
O -4.58 -7.49 -10.23 -0.072
H -4.25 -8.36 -9.99 0.010
H -4.53 -7.51 -11.19 0.029
```

Properties
SMILES: NC(N)=O.NC(N)=O.OCCO.OCCO.O.O.O
Charge: 0
Strongest force on any atom in hartree/bohr: 0.039
Total energy in eV: -31033.05056

Record 2
# C17H16N4O2S

The molecule C17H16N4O2S at a distorted geometry (ωB97M-V with the def2-TZVPD basis set, the OMol25 dataset).

```
40
Properties=species:S:1:pos:R:3:lowdin_charge:R:1
C 3.04 0.44 2.89 -0.012
C 1.65 0.61 3.37 -0.269
N 1.47 1.04 4.62 0.110
C 0.15 1.04 5.18 -0.099
C -0.90 0.71 4.40 -0.101
C -0.70 0.56 3.04 -0.052
C 0.56 0.54 2.44 -0.230
O 0.73 0.43 1.12 -0.011
C -0.11 -0.31 0.30 -0.465
S -1.24 -1.47 0.86 1.144
C -1.95 -1.64 -0.74 -0.358
C -2.93 -2.73 -1.01 -0.481
N -3.40 -3.49 0.09 0.122
O -3.58 -2.96 -2.03 0.038
C -1.36 -0.81 -1.65 -0.159
C -0.23 -0.12 -1.01 -0.090
C 0.55 0.64 -2.04 -0.078
C 0.08 0.93 -3.27 -0.202
C 1.08 1.65 -3.96 -0.102
N 2.14 1.82 -3.20 0.070
N 1.86 1.18 -2.00 -0.115
C 2.84 1.16 -0.88 -0.023
C -1.24 0.55 -3.86 -0.119
C -1.74 -0.69 -3.09 -0.101
H 3.60 1.39 2.90 0.100
H 3.03 -0.02 1.81 0.103
H 3.48 -0.22 3.52 0.036
H -0.02 1.30 6.27 0.123
H -1.92 0.97 4.65 0.105
H -1.64 0.52 2.46 0.101
H -3.76 -4.39 -0.10 0.085
H -2.85 -3.40 0.94 0.046
H 1.06 2.10 -4.95 0.112
H 2.41 1.53 0.08 0.064
H 3.77 1.73 -1.20 0.105
H 3.17 0.13 -0.51 0.090
H -1.14 0.34 -4.94 0.123
H -1.94 1.38 -3.85 0.114
H -1.19 -1.59 -3.41 0.148
H -2.83 -0.84 -3.24 0.126
```

Properties
SMILES: Cc1ncccc1Oc1sc(C(N)=O)c2c1-c1c(cnn1C)CC2
Charge: 0
Strongest force on any atom in hartree/bohr: 0.085
Total energy in eV: -38777.02925

Record 3
# ClCrO6V

A structure of composition ClCrO6V at a distorted geometry (ωB97M-V with the def2-TZVPD basis set, the OMol25 dataset).

```
9
Properties=species:S:1:pos:R:3:lowdin_spin:R:1
O -2.71 -1.06 -0.81 -0.032
V -2.13 0.52 -0.36 0.050
O -1.20 1.14 -1.39 -0.005
Cr 0.21 0.40 2.49 3.871
Cl 1.17 -0.22 0.04 0.026
O 1.17 -1.68 0.27 0.023
O 1.38 0.50 1.28 0.024
O 2.15 -0.01 -0.93 0.018
O -0.03 0.41 -0.58 0.026
```

Properties
<S²>: 6.034
Charge: +2
Strongest force on any atom in hartree/bohr: 0.240
Total energy in eV: -78878.30347
Multiplicity: 5

Record 4
# C4H9BO2

A cluster of 2 separate species, C4H9BO2 in total at a distorted geometry (ωB97M-V with the def2-TZVPD basis set, the OMol25 dataset).

```
16
Properties=species:S:1:pos:R:3:lowdin_charge:R:1
B 0.47 1.59 0.49 -0.353
C 0.27 -0.52 -2.29 -0.058
C -0.44 -0.66 -1.14 -0.298
C -0.68 -1.51 1.31 -0.137
C 0.13 -0.97 0.12 -0.169
O 1.71 1.87 1.04 0.092
O -0.60 2.38 0.31 0.187
H -0.16 -0.35 -3.34 0.073
H 1.22 -1.04 -2.25 0.038
H -1.45 -0.27 -1.28 0.105
H -0.87 -2.54 1.38 0.031
H -0.30 -1.38 2.35 0.070
H -1.78 -1.17 1.33 0.100
H 1.10 -1.47 0.10 0.093
H 1.89 2.73 1.57 0.144
H -0.51 3.31 0.30 0.079
```

Properties
Charge: 0
Strongest force on any atom in hartree/bohr: 0.059
Total energy in eV: -9063.22457

Record 5
# C5H11OS

The ion C5H11OS with charge +1 at a distorted geometry (ωB97M-V with the def2-TZVPD basis set, the OMol25 dataset).

```
18
Properties=species:S:1:pos:R:3:lowdin_charge:R:1
C 1.37 -0.46 0.95 -0.176
C 1.66 0.96 0.34 -0.269
C -0.23 -0.60 0.97 -0.239
C 1.57 1.02 -1.05 0.172
C -2.64 -0.86 -0.93 -0.177
O -1.59 1.52 0.08 -0.510
S -1.17 0.26 -0.54 0.913
H 1.74 -1.24 0.46 0.050
H 1.78 -0.57 2.06 0.170
H 1.26 1.85 0.87 0.159
H 2.82 1.16 0.51 0.234
H -0.50 -1.70 0.86 0.098
H -0.65 -0.20 1.92 0.108
H 1.67 2.00 -1.63 0.150
H 1.61 -0.05 -1.53 0.148
H -3.64 -0.45 -0.64 0.096
H -2.45 -1.86 -0.67 0.029
H -2.60 -0.79 -2.03 0.044
```

Properties
Charge: +1
Strongest force on any atom in hartree/bohr: 0.123
Total energy in eV: -18234.42460

Record 6
# C4H4O2

A structure of composition C4H4O2 at a distorted geometry (ωB97M-V with the def2-TZVPD basis set, the OMol25 dataset).

```
10
Properties=species:S:1:pos:R:3:lowdin_charge:R:1
C -1.67 0.17 0.05 0.010
O -0.61 0.62 -0.82 0.004
C 0.56 0.82 -0.39 -0.175
O 1.05 -1.11 0.78 -0.006
C 1.80 0.92 -0.18 0.062
C 1.91 -0.53 0.14 -0.311
H -2.57 0.30 -0.55 0.097
H -1.51 -0.88 0.29 0.095
H -1.72 0.77 0.97 0.107
H 2.75 -1.09 -0.30 0.118
```

Properties
Charge: 0
Strongest force on any atom in hartree/bohr: 0.025
Total energy in eV: -8303.08465